Formula: C34H92N14O13
Source: the OMol25 dataset
Level of theory: ωB97M-V/def2-TZVPD

Values from the calculation:
E_HOMO: -7.7 eV
Energy relative to the best compared isomer or geometry (same formula, charge and spin): 109.36 kcal/mol
E: -3095.23653 hartree
Frontier orbital gap: 7.09 eV

Geometry as XYZ:
```
153
Properties=species:S:1:pos:R:3:forces:R:3:lowdin_charge:R:1
C 0.1219 1.8178 -0.7355 0.054 2.087 -1.877 -0.020
C -1.0455 0.8660 -0.6137 -0.108 -0.202 2.575 -0.477
C -0.9690 -0.2697 -1.5828 2.032 0.338 -1.194 -0.143
C 0.1898 -1.2247 -1.3494 -1.058 -0.962 1.058 -0.161
C 0.0082 -1.9071 0.0085 0.290 0.339 -1.795 -0.140
C -0.1277 -0.8984 1.1551 -0.528 -1.036 0.021 -0.451
N -1.0364 0.2687 0.7689 -1.077 -2.259 -1.476 -0.061
O -1.5182 1.1223 1.7860 1.557 -0.567 -0.493 -0.070
C -0.7830 -1.7361 2.2699 -0.623 0.102 0.611 -0.023
C 1.2547 -0.4190 1.5543 -0.691 1.294 0.813 -0.021
C -2.3610 1.6281 -0.8594 -0.305 0.873 0.040 -0.030
H 0.0214 2.3568 -1.6776 -0.146 -0.306 -0.796 0.070
H 1.1660 1.5146 -0.8131 -0.274 -0.602 0.683 0.093
H 0.0284 2.7449 -0.1698 0.072 -0.441 1.151 0.066
H -1.9094 -0.8044 -1.7169 0.028 0.149 -0.039 0.117
H -0.5533 0.1872 -2.4809 -1.263 0.277 -0.789 0.121
H 1.1803 -0.7736 -1.4080 -0.106 0.261 -0.175 0.110
H 0.1006 -1.9932 -2.1173 0.389 0.005 -0.150 0.099
H 0.8919 -2.5423 0.0695 0.090 0.019 0.996 0.125
H -0.8248 -2.6048 -0.0783 -0.387 0.221 0.219 0.112
H -0.5245 -1.4522 3.2900 0.111 0.294 0.026 0.080
H -1.8707 -1.7179 2.2008 -0.107 0.409 -0.149 0.061
H -0.5899 -2.8065 2.1985 0.624 0.060 -0.205 0.087
H 1.0085 0.1638 2.4418 0.549 0.357 0.230 0.057
H 2.0047 -1.1408 1.8778 -0.222 -0.277 -0.391 0.106
H 1.6236 0.2918 0.8148 0.384 -0.289 0.066 0.066
H -3.2902 1.0592 -0.8291 0.283 -0.686 -0.019 0.075
H -2.3325 2.1498 -1.8160 0.237 -0.384 -0.385 0.064
H -2.5706 2.4546 -0.1804 0.476 -0.013 0.554 0.062
H -0.7086 1.5814 2.0214 0.359 0.813 0.896 0.055
C 4.7568 -1.1980 -2.8472 -0.204 0.710 -1.011 -0.032
C 5.5377 -2.2132 -2.0577 0.445 -1.653 -0.698 -0.517
C 6.9454 -2.4633 -2.7030 0.467 2.143 -0.104 -0.101
C 7.9248 -1.2475 -2.3855 -1.541 -1.532 -0.134 -0.184
C 8.0205 -1.1913 -0.9077 0.257 0.248 2.405 -0.154
C 6.6760 -1.0455 -0.0123 0.287 2.971 -2.759 -0.416
N 5.6778 -1.9162 -0.6524 1.171 -0.530 1.587 -0.123
O 4.4512 -1.8086 -0.0044 -0.484 -0.521 0.080 -0.018
C 6.8306 -1.3164 1.4732 0.315 -1.808 -0.623 -0.040
C 6.2592 0.5080 -0.1536 0.431 -0.186 0.635 -0.027
C 4.7746 -3.5583 -2.1714 0.383 -0.528 0.751 -0.044
H 4.9070 -0.1794 -2.4892 -0.065 0.044 -0.071 0.077
H 3.6947 -1.4219 -2.9469 -0.147 0.071 0.549 0.071
H 5.0913 -1.2492 -3.8833 0.137 0.256 -0.096 0.085
H 7.3235 -3.4332 -2.3800 0.329 0.243 0.343 0.113
H 6.9359 -2.4845 -3.7927 -0.805 -0.342 -0.077 0.105
H 7.6012 -0.2692 -2.7409 -0.585 -0.188 -0.450 0.105
H 8.9046 -1.4023 -2.8374 0.063 -0.185 0.113 0.108
H 8.6582 -0.3304 -0.7069 0.056 0.034 0.704 0.110
H 8.5689 -2.0787 -0.5917 -0.032 -0.143 0.341 0.112
H 7.4965 -0.6409 2.0102 -0.071 0.041 -0.333 0.091
H 5.8858 -1.4049 2.0095 0.012 0.439 -0.271 0.070
H 7.2392 -2.3262 1.4353 0.350 -0.246 0.737 0.078
H 6.4380 1.0900 0.7505 -0.150 -0.570 0.623 0.058
H 6.8954 1.1021 -0.8097 -0.377 -0.408 -0.952 0.067
H 5.1912 0.6375 -0.3289 0.054 0.160 -0.411 0.054
H 5.2268 -4.3682 -1.5988 0.720 0.195 0.170 0.080
H 4.7883 -3.9448 -3.1905 -0.583 0.370 -0.180 0.085
H 3.8079 -3.5182 -1.6695 -0.359 0.346 -0.722 0.070
H 4.0856 -0.9452 -0.2108 -0.188 0.564 -0.120 0.069
C -4.3660 1.4876 3.4735 -3.278 0.334 3.307 -0.756
O -5.4720 1.6641 4.0142 0.407 0.513 -0.412 -0.021
N -4.2166 1.2253 2.2176 0.771 -0.639 -3.876 0.186
N -3.2557 1.4566 4.2120 1.720 0.034 0.884 0.175
H -3.2710 1.0189 1.9288 -0.204 0.165 -0.526 0.054
H -4.9176 1.4344 1.5212 -0.029 -0.280 0.585 0.125
H -2.3817 1.2031 3.7739 0.047 0.218 0.371 0.078
H -3.3030 1.8591 5.1371 0.075 -0.379 -0.271 0.117
C -0.0515 3.6782 3.7254 0.264 0.937 1.634 -0.706
O 0.5260 2.7077 3.2908 0.396 -1.832 -1.238 0.011
N 0.3335 4.3024 4.8510 0.080 0.812 0.653 0.189
N -1.1674 4.1971 3.2093 -1.460 0.087 -1.631 0.182
H 1.1436 4.0026 5.3744 -0.007 0.233 -0.437 0.126
H -0.0213 5.2444 4.9342 0.438 -0.195 0.630 0.109
H -1.5725 3.6937 2.4330 0.002 0.251 0.041 0.097
H -1.5605 5.0981 3.4414 0.183 -0.403 0.151 0.117
C -0.8816 5.2189 -1.5526 0.447 -2.151 -2.633 -0.819
O 0.2785 5.3728 -1.3528 3.926 1.596 0.698 0.056
N -1.2910 4.5785 -2.6161 -0.380 -1.528 -3.256 0.180
N -1.8513 5.4873 -0.7864 -3.593 2.267 4.745 0.203
H -0.5489 4.2251 -3.2030 -0.606 -0.125 -0.300 0.132
H -2.2777 4.4429 -2.7836 0.555 -0.148 -0.529 0.113
H -2.7251 4.9903 -0.8838 0.187 0.483 0.461 0.121
H -1.5641 5.9652 0.0557 -0.769 -0.143 0.214 0.132
C -1.8143 0.3977 -5.5167 3.661 0.751 -4.007 -0.781
O -0.7427 0.1940 -6.1082 -0.697 0.171 0.601 0.007
N -2.4402 -0.3921 -4.7554 -2.083 -6.184 4.799 0.173
N -2.6245 1.4163 -5.6710 -0.815 4.114 -1.379 0.154
H -2.1702 -1.3546 -4.6117 0.326 0.351 0.032 0.124
H -3.3223 -0.1156 -4.3483 0.220 -0.395 -0.058 0.084
H -2.4379 2.1060 -6.3849 -0.051 0.072 0.562 0.121
H -3.2927 1.4955 -4.9178 -0.230 1.124 -0.771 0.046
C 2.4247 5.3620 1.5002 0.935 0.024 0.908 -0.778
O 3.1736 5.0687 2.4167 -0.184 -0.923 0.935 0.028
N 2.6085 6.4350 0.7882 2.112 3.835 -1.167 0.156
N 1.3580 4.8133 1.0060 -3.162 -4.138 1.083 0.174
H 2.1332 6.4551 -0.1028 0.839 0.755 -0.075 0.099
H 3.5222 6.7984 1.0188 -0.123 0.730 -0.972 0.122
H 0.9338 5.1685 0.1610 -0.159 -0.383 -0.026 0.031
H 1.0670 3.9231 1.3840 -0.070 0.045 -0.197 0.073
C 4.0591 1.3423 3.1178 2.816 -0.453 -1.258 -0.772
O 5.1483 0.7878 3.1852 0.472 0.061 -0.235 0.026
N 3.0988 1.1442 3.9454 -2.777 -2.166 4.205 0.165
N 3.6374 2.2177 2.2229 0.398 1.102 -2.344 0.177
H 3.2661 0.3265 4.5141 -0.702 0.162 0.228 0.128
H 2.1780 1.4920 3.7190 -0.071 -0.475 0.603 0.058
H 4.3788 2.7185 1.7545 -0.653 0.492 -0.002 0.115
H 2.7774 2.6222 2.5648 0.558 1.248 -1.036 0.056
C -6.6267 -0.1495 -4.2378 2.000 1.873 1.453 -0.057
C -5.9382 1.2275 -4.4000 0.096 0.100 -0.666 -0.278
O -4.6567 1.4384 -3.7721 -0.807 -0.349 0.695 -0.133
H -5.8153 -0.8744 -4.3039 -0.572 -0.603 -1.397 0.064
H -7.4845 -0.0092 -4.8955 0.048 -1.302 0.035 0.088
H -6.8409 -0.2904 -3.1784 -0.959 0.251 0.026 0.071
H -6.6344 2.0171 -4.1172 0.071 0.162 0.109 0.111
H -5.6707 1.3881 -5.4444 -0.362 -0.107 -0.174 0.111
H -4.8051 1.6208 -2.8413 0.155 -0.110 0.207 0.086
C -2.0489 -3.3198 6.2393 -0.632 1.986 1.217 -0.056
C -1.7701 -1.8796 6.8628 -1.316 -0.373 -1.415 -0.323
O -0.3761 -1.7676 6.9368 0.771 -0.012 0.704 -0.084
H -1.6074 -3.9503 7.0111 0.587 -0.537 -0.884 0.071
H -1.7131 -3.2989 5.2026 0.771 -0.527 0.369 0.057
H -3.0864 -3.6473 6.1720 -0.298 0.538 0.239 0.058
H -2.2941 -1.6409 7.7883 0.205 -0.816 0.557 0.104
H -2.1023 -1.0306 6.2654 -0.404 -0.247 -0.818 0.083
H -0.1787 -1.2449 7.7174 0.300 0.014 -0.036 0.082
C -4.4724 -2.1154 3.2205 -0.230 -0.862 0.710 -0.077
C -5.8923 -1.8860 3.8057 1.950 1.729 -0.969 -0.273
O -6.6269 -2.1498 2.6575 -1.781 -0.986 -1.064 -0.095
H -3.6482 -1.9842 3.9217 -0.038 0.159 -0.050 0.059
H -4.3304 -1.5437 2.3034 -0.080 0.667 0.439 0.046
H -4.4359 -3.1305 2.8249 0.108 -0.442 0.400 0.076
H -5.9845 -0.8106 3.9579 0.055 0.113 0.762 0.092
H -6.1965 -2.4230 4.7042 0.243 -0.396 -0.141 0.115
H -7.5493 -1.9040 2.7590 -0.068 0.015 0.034 0.102
C -4.3278 -3.1575 -1.9302 -0.248 1.315 1.566 -0.043
C -4.3143 -2.7829 -0.3259 -0.414 -0.315 -3.154 -0.286
O -5.6383 -3.0594 0.0545 0.310 -0.448 0.373 -0.087
H -5.0638 -2.5678 -2.4766 -0.415 0.400 0.511 0.036
H -4.7133 -4.1685 -2.0617 0.662 -0.171 0.180 0.069
H -3.4292 -2.9068 -2.4940 0.479 -0.633 0.398 0.039
H -4.1247 -1.7366 -0.0866 0.398 0.333 -0.535 0.084
H -3.5330 -3.3559 0.1736 -0.143 -0.423 0.142 0.096
H -5.6712 -2.8816 0.9973 -0.695 0.049 0.430 0.024
C 0.7392 -4.1007 -4.3893 0.773 1.686 0.296 -0.086
C 0.3857 -4.1035 -5.8463 0.261 -0.456 0.403 -0.348
O -0.4583 -5.1897 -6.0269 -1.171 -1.330 -0.915 -0.082
H -0.1048 -3.8127 -3.7625 -0.216 -0.355 -0.053 0.060
H 1.4366 -3.2697 -4.2845 0.290 0.106 0.354 0.066
H 1.2390 -4.9820 -3.9874 -0.269 -0.169 -0.389 0.083
H 1.2418 -4.3045 -6.4903 0.526 0.621 0.170 0.115
H -0.1423 -3.2099 -6.1792 0.363 0.497 0.214 0.111
H -0.4193 -5.3271 -6.9762 -0.561 -0.541 -0.060 0.081
```
Positions in Å, forces in eV/Å.